[1]
This record from the Open Molecules 2025 dataset describes a cluster of 2 separate species, C16H20ClS in total. The level of theory is wB97M-V/def2-TZVPD.

maximum force	1.14	eV/Å

ORCA input file:
```
! RIJCOSX wB97M-V def2-TZVPD def2/J DEFGRID3
* xyz 1 1
C 0.65360 -3.26698 -1.05484
C -0.69462 -2.63924 -0.73734
C -0.75558 -2.09127 0.67996
S 0.53220 -0.90020 1.14909
C 1.96759 -1.64128 0.35196
C 1.73525 -2.19548 -1.04564
H 0.88960 -4.02530 -0.29790
H 0.62319 -3.77884 -2.02606
H -0.91306 -1.82653 -1.43780
H -1.48325 -3.38920 -0.84729
H -1.72242 -1.60563 0.85773
H -0.64427 -2.90707 1.40515
H 2.74075 -0.86355 0.32536
H 2.29891 -2.43132 1.03699
H 2.67176 -2.62327 -1.41534
H 1.45533 -1.37360 -1.71429
Cl -1.20525 1.36130 -4.86437
C -0.98169 1.42674 -3.16503
C -1.63651 0.49821 -2.33949
C -1.54111 0.63315 -0.95361
C -0.60604 1.51753 -0.37761
C -0.32914 1.49182 1.05506
C 0.84666 2.22897 1.65740
C 0.58450 2.19865 3.19972
C -0.83894 1.73211 3.30077
C -1.32769 1.33286 2.08091
C 0.08105 2.40705 -1.23315
C -0.13481 2.39208 -2.60857
H -2.23186 -0.29519 -2.78681
H -2.17704 0.02806 -0.30250
H 1.80565 1.78600 1.36933
H 0.84619 3.27557 1.31984
H 1.29312 1.50817 3.68210
H 0.73183 3.18833 3.64783
H -1.36383 1.70025 4.25777
H -2.31358 0.91248 1.89280
H 0.78941 3.11778 -0.80961
H 0.35406 3.11684 -3.25254
*
```

[2]
This record from the Open Molecules 2025 dataset describes an isolated molecule of C16H22N4O2. The level of theory is wB97M-V/def2-TZVPD.

maximum force	1.17	eV/Å
SMILES string	CN(CCN1CCOCC1)Cc1nc(-c2ccccc2)no1

ORCA input file:
```
! RIJCOSX wB97M-V def2-TZVPD def2/J DEFGRID3
* xyz 0 1
C 3.79293 1.42570 -1.02986
N 2.47177 1.42713 -0.43306
C 2.54438 1.57429 1.00963
C 1.34591 1.01538 1.68696
N 0.89720 -0.19703 1.63588
C -0.21396 -0.15720 2.43535
N -0.41058 1.02711 2.95805
O 0.60248 1.80067 2.48047
C -1.07142 -1.30509 2.64687
C -0.80288 -2.49434 1.97270
C -1.62473 -3.58950 2.15927
C -2.71113 -3.50574 3.01551
C -2.97908 -2.32260 3.68758
C -2.16521 -1.22130 3.50635
H -2.35734 -0.29105 4.01769
H -3.82684 -2.26116 4.35387
H -3.35154 -4.36361 3.15949
H -1.41957 -4.51131 1.63548
H 0.04771 -2.53853 1.31015
H 3.40826 1.00696 1.36733
H 2.65477 2.62693 1.32670
C 1.59182 2.40116 -1.06213
C 0.10170 2.04513 -1.02943
N -0.22316 1.01305 -1.99497
C 0.18048 -0.31495 -1.55745
C -0.06687 -1.30296 -2.69435
O -1.42601 -1.32421 -3.07089
C -1.84998 -0.03785 -3.45050
C -1.63600 0.98247 -2.33130
H -1.94524 1.97059 -2.68022
H -2.25711 0.70197 -1.46115
H -2.90979 -0.12373 -3.69755
H -1.29126 0.29090 -4.34033
H 0.17911 -2.31979 -2.38474
H 0.55229 -1.02146 -3.55959
H 1.23619 -0.29176 -1.29183
H -0.39908 -0.63390 -0.67384
H -0.21955 1.77173 -0.01347
H -0.44937 2.94638 -1.31403
H 1.87002 2.47272 -2.11478
H 1.72228 3.39762 -0.60433
H 3.69716 1.22977 -2.09587
H 4.38309 0.62442 -0.58777
H 4.32820 2.37701 -0.89189
*
```

[3]
This record from the Open Molecules 2025 dataset describes a cluster of 8 separate species, C27H58O21S5 in total. The level of theory is wB97M-V/def2-TZVPD.

maximum force	4.87	eV/Å
SMILES string	CCOS(C)(=O)=O.CCOS(C)(=O)=O.CCOS(C)(=O)=O.CCOS(C)(=O)=O.CCOS(C)(=O)=O.O=C1CCCO1.O=C1CCCO1.O=C1CCCO1

ORCA input file:
```
! RIJCOSX wB97M-V def2-TZVPD def2/J DEFGRID3
* xyz 0 1
O -3.08876 -4.73929 -0.53872
C -2.89492 -4.27858 0.54718
O -2.46846 -4.98369 1.55350
C -2.33816 -4.20306 2.71120
C -2.10771 -2.83656 2.12370
C -3.04144 -2.78712 0.90471
H -1.52281 -4.50068 3.37054
H -3.26933 -4.36664 3.25365
H -1.06436 -2.65927 1.86272
H -2.59935 -2.17183 2.83398
H -2.63030 -2.43407 -0.04104
H -4.08910 -2.59230 1.13399
O -0.17543 -0.64065 -1.63620
C -0.46156 0.07267 -0.64647
O -1.75766 0.02953 -0.16126
C -1.96212 1.40089 0.30984
C -0.66070 1.89233 0.84690
C 0.34574 1.24706 -0.15283
H -2.81711 1.52130 0.97509
H -2.44784 2.06286 -0.40708
H -0.35886 1.62169 1.85870
H -0.58335 2.97215 0.71999
H 1.31146 0.87159 0.18554
H 0.37020 1.88436 -1.03677
O 5.24226 -0.59134 5.61647
C 4.28779 -0.41074 4.87759
O 3.67120 -1.45425 4.28233
C 2.92033 -1.07494 3.21383
C 2.54214 0.29487 3.62993
C 3.75264 0.86992 4.38591
H 2.07046 -1.75091 3.11959
H 3.45093 -1.18746 2.26836
H 1.61270 0.32945 4.19831
H 2.37079 0.96719 2.78925
H 3.46834 1.48353 5.24076
H 4.41633 1.40746 3.70866
O -1.28768 -1.50799 -5.74473
S -2.41268 -1.91582 -4.96735
O -3.62448 -1.08158 -4.82756
O -2.78032 -3.28127 -5.82380
C -3.75176 -3.29982 -6.90210
C -3.20459 -3.35745 -8.39788
C -1.82769 -2.69560 -3.40788
H -4.41852 -2.43772 -6.88337
H -4.35460 -4.20562 -6.83706
H -3.75609 -4.08304 -8.99576
H -2.22325 -3.78529 -8.60283
H -3.34946 -2.40351 -8.90495
H -1.77859 -1.96122 -2.60390
H -0.95361 -3.26827 -3.71794
H -2.63270 -3.42585 -3.32559
O -3.72995 2.52097 3.28545
S -3.67551 1.28274 4.00128
O -3.74807 -0.03315 3.38594
O -2.38407 1.26911 5.00831
C -1.84382 2.42078 5.48371
C -0.69430 2.72459 4.53161
C -4.92285 1.45551 5.33607
H -1.56415 2.17950 6.50922
H -2.58039 3.22317 5.52547
H 0.11797 1.99938 4.58047
H -0.31911 3.71561 4.78698
H -1.08388 2.72537 3.51361
H -4.72981 0.55828 5.92413
H -5.97762 1.46459 5.06131
H -4.59746 2.25184 6.00546
O 3.05475 2.91864 1.16430
S 3.74182 4.21740 1.01271
O 4.10678 4.75959 -0.27152
O 3.00217 5.46580 1.81737
C 2.78292 6.76789 1.19322
C 1.99789 7.74843 2.02907
C 5.28122 4.15084 1.94235
H 2.41147 6.55598 0.19062
H 3.73833 7.21196 0.91378
H 0.97622 7.37499 2.09850
H 2.02558 8.69028 1.48114
H 2.55191 7.90912 2.95392
H 5.17633 4.53349 2.95758
H 5.93206 4.86389 1.43632
H 5.55118 3.10028 2.04982
O 3.61987 -4.31397 -1.18535
S 2.40625 -4.81750 -0.47007
O 1.87603 -6.18396 -0.45401
O 2.27587 -4.25894 1.14638
C 3.23054 -4.91386 2.03907
C 2.55565 -6.09456 2.75131
C 0.98683 -3.61775 -0.97939
H 3.42186 -4.19678 2.83738
H 4.19563 -5.10736 1.57083
H 1.58180 -5.74744 3.09660
H 3.14102 -6.50240 3.57539
H 2.40504 -6.84754 1.97773
H 1.44125 -2.78483 -1.51592
H 0.50645 -3.27020 -0.06477
H 0.42475 -4.20140 -1.70845
O 1.67511 2.08091 -7.02318
S 1.42836 1.88598 -5.58674
O 2.34584 2.34915 -4.52727
O -0.06075 2.39250 -5.18298
C -1.10765 2.09450 -6.04483
C -1.85318 3.46758 -6.02287
C 1.15524 0.12320 -5.30106
H -1.65926 1.20895 -5.72922
H -0.79697 1.93534 -7.07742
H -1.37007 4.11587 -6.75392
H -2.14716 4.07961 -5.17017
H -2.83215 3.16428 -6.39400
H 2.14388 -0.29120 -5.10368
H 0.69226 -0.31940 -6.18302
H 0.58207 -0.01107 -4.38370
*
```

[4]
This record from the Open Molecules 2025 dataset describes a cluster of 2 separate species, CH5NOS2 in total. The level of theory is wB97M-V/def2-TZVPD.

maximum force	2.45	eV/Å
SMILES string	NC=O.SS

ORCA input file:
```
! RIJCOSX wB97M-V def2-TZVPD def2/J DEFGRID3
* xyz 0 1
S 3.01254 -0.21578 0.93131
S 1.37951 -1.33458 1.12412
H 2.93888 0.46659 -0.21694
H 0.41417 -0.44219 1.45689
C -1.63895 0.48581 -0.04131
N -0.80859 0.11360 -1.07763
O -1.36873 0.51510 1.14191
H -2.61421 0.86144 -0.39199
H -0.03314 -0.46722 -0.99323
H -1.28148 0.01723 -1.93314
*
```

[5]
This record from the Open Molecules 2025 dataset describes an isolated molecule of C20H25N5O3S. The level of theory is wB97M-V/def2-TZVPD.

maximum force	1.41	eV/Å
SMILES string	CCOCCCNC(=S)NCCCNc1nc2cc3c(cc2cc1C#N)OCO3

ORCA input file:
```
! RIJCOSX wB97M-V def2-TZVPD def2/J DEFGRID3
* xyz 0 1
C -2.92281 3.71783 3.14808
H -3.77859 3.05642 3.24802
H -2.57746 3.98694 4.14209
H -3.22206 4.61671 2.61637
C -1.81168 3.01054 2.39035
H -2.15082 2.73401 1.37816
O -1.44804 1.84956 3.10108
C -0.38784 1.13990 2.51533
C -0.14826 -0.13209 3.32348
C 1.15434 -0.83517 2.94120
N 1.15806 -1.28498 1.57360
C 1.17374 -2.58073 1.18612
N 1.24572 -2.78104 -0.14618
H 1.08686 -1.98695 -0.76801
C 1.18035 -4.08078 -0.76090
H 1.14384 -4.81902 0.04500
C -0.04452 -4.22865 -1.66462
H -0.94235 -4.02350 -1.07877
H -0.09741 -5.26388 -2.00036
C -0.00241 -3.28147 -2.88266
N -1.03947 -2.27858 -2.86185
C -0.90003 -1.03483 -2.36988
N 0.25804 -0.66671 -1.85493
C 0.42656 0.58799 -1.39563
C 1.69179 0.92429 -0.85212
C 1.84388 2.18112 -0.35088
C 0.80144 3.13820 -0.37502
C -0.41572 2.85938 -0.90874
C -0.61928 1.55535 -1.42200
C -1.85520 1.15331 -1.95875
C -2.01431 -0.12635 -2.43435
C -3.23374 -0.56636 -2.98150
N -4.21208 -0.95999 -3.43550
H -2.67900 1.85213 -1.99276
H -1.20511 3.59161 -0.94179
O 1.24889 4.29324 0.20048
C 2.58332 4.05367 0.58477
O 2.93836 2.73301 0.23481
H 2.68497 4.18519 1.67346
H 3.25037 4.76244 0.07027
H 2.49884 0.21079 -0.86303
H -1.96253 -2.55633 -3.15962
H 0.95540 -2.75917 -2.92162
H -0.12180 -3.85181 -3.80663
H 2.09098 -4.24901 -1.34818
S 1.16119 -3.82478 2.28076
H 1.16634 -0.57383 0.85716
H 2.00144 -0.15682 3.09707
H 1.28877 -1.72122 3.56679
H -0.98977 -0.81015 3.18132
H -0.11007 0.14031 4.37824
H -0.63205 0.89824 1.46652
H 0.52428 1.76365 2.50859
H -0.93852 3.67455 2.27975
*
```

Across the entries above, ΔE to the lowest compared entry with this formula, charge and spin takes the values 9.98, 62.44, 124.26, 6.06, 37.31 kcal/mol, respectively.